86
Properties=species:S:1:pos:R:3:forces:R:3 method="wB97M-V/def2-TZVPD" molar_mass_g_mol=960.181 charge=-2 orbital_gap_ev=5.48 spin_multiplicity=1 e_above_lowest_kcal_mol=27.8
Pt -0.974107 -2.428031 0.291053 -0.768 0.454 2.019
C -1.301907 3.946669 -0.619547 0.236 -0.502 0.189
C -0.181507 3.088969 -0.009947 0.033 1.035 -0.118
C 0.897093 3.995969 0.611553 -0.241 -0.534 -0.200
O 0.400393 2.291469 -1.010847 -0.116 0.161 0.038
C 0.414393 0.928469 -0.607747 0.190 -0.578 -0.030
C -0.472207 0.875969 0.647053 -0.096 -0.719 -0.056
O -0.722207 2.240069 0.968853 0.103 0.155 0.021
C 0.103093 0.084569 1.874653 -0.386 0.926 -0.119
O 0.351093 -1.212031 1.545853 -0.781 -1.077 -1.037
C 1.410293 0.722769 2.365453 0.070 -0.209 -0.051
C 1.471193 1.943369 3.026453 0.082 -0.008 0.000
C 2.691893 2.443069 3.452853 0.007 0.136 0.057
C 3.860693 1.729269 3.240153 0.165 -0.013 0.082
C 3.796793 0.486169 2.631953 0.170 0.026 0.016
C 2.578593 -0.011431 2.214253 -0.121 -0.005 -0.143
C -0.873107 0.194969 3.062653 -0.115 -0.015 0.021
C -2.106207 0.833769 3.033953 0.134 0.026 -0.034
C -2.920307 0.849069 4.155053 -0.152 0.067 0.065
C -2.517207 0.240269 5.327953 -0.118 0.059 0.083
C -1.283107 -0.385531 5.372653 0.087 -0.110 0.114
C -0.476707 -0.409231 4.251053 -0.073 -0.111 0.010
C -0.062807 0.001169 -1.783847 -0.222 0.303 0.137
O 0.084693 -1.309831 -1.444147 -0.188 -0.063 -0.166
C 0.760993 0.210369 -3.058847 0.135 0.118 -0.011
C 0.278793 -0.385231 -4.223947 0.077 0.018 -0.013
C 0.967693 -0.285531 -5.416447 -0.035 -0.086 -0.049
C 2.179193 0.387569 -5.465247 0.122 0.091 -0.081
C 2.678993 0.965269 -4.311247 0.224 0.034 -0.152
C 1.977693 0.878469 -3.118447 -0.234 0.064 0.042
C -1.513307 0.368869 -2.126347 -0.127 0.070 0.005
C -1.821807 1.512569 -2.852747 -0.139 -0.030 -0.008
C -3.139207 1.809869 -3.163247 -0.034 0.207 -0.100
C -4.166907 0.973469 -2.755947 -0.129 0.045 -0.037
C -3.866407 -0.168631 -2.033947 -0.165 0.038 -0.061
C -2.551107 -0.464231 -1.732847 0.256 -0.272 0.086
H -0.913807 4.516769 -1.458847 0.058 0.107 -0.111
H -1.691407 4.622069 0.135853 -0.059 0.145 0.118
H -2.100607 3.296969 -0.966447 -0.050 -0.018 -0.029
H 1.295993 4.664169 -0.146147 0.008 0.133 -0.122
H 1.698693 3.373769 0.997953 0.093 0.032 0.000
H 0.467493 4.571669 1.426353 -0.031 0.119 0.132
H 1.439893 0.638969 -0.341247 -0.102 0.001 -0.080
H -1.421107 0.375369 0.395753 0.155 0.158 0.157
H 0.564793 2.503269 3.200653 -0.094 0.025 0.018
H 2.737793 3.401569 3.955353 -0.037 0.054 0.013
H 4.814093 2.127169 3.565753 0.016 0.036 0.034
H 4.693393 -0.103231 2.488353 0.095 -0.010 0.002
H 2.471093 -0.988931 1.770153 0.067 -0.055 -0.024
H -2.447507 1.326669 2.139453 -0.042 -0.017 -0.111
H -3.888107 1.330369 4.103853 -0.060 0.034 -0.026
H -3.162207 0.243569 6.197753 -0.021 0.013 0.036
H -0.955807 -0.861831 6.287353 0.049 -0.075 0.047
H 0.474393 -0.920431 4.279853 0.121 -0.060 -0.009
H -0.651907 -0.929531 -4.181047 -0.110 -0.069 0.031
H 0.560093 -0.730931 -6.315547 -0.004 -0.070 -0.006
H 2.725993 0.460769 -6.397147 0.031 0.021 -0.031
H 3.625593 1.493969 -4.339747 0.007 0.000 0.013
H 2.379393 1.355969 -2.238647 0.019 0.057 0.132
H -1.025307 2.161069 -3.184047 0.072 0.103 -0.046
H -3.369507 2.708869 -3.723047 0.009 0.032 -0.063
H -5.193907 1.203969 -3.012147 -0.034 0.033 0.011
H -4.652707 -0.837331 -1.712447 -0.070 -0.086 0.051
H -2.295707 -1.371431 -1.188547 -0.233 0.210 -0.234
S -8.072907 -3.940131 -0.227247 -0.321 0.018 -0.147
C -6.461007 -3.599631 -0.106647 0.580 -0.037 0.029
S -5.811107 -2.450731 1.028353 0.214 -0.790 -0.593
C -4.107907 -2.793431 0.736753 -0.369 -0.679 -0.731
C -3.831107 -3.681131 -0.263647 -0.817 0.666 0.581
S -2.259507 -4.181331 -0.754747 1.265 0.951 0.072
S -5.230107 -4.370931 -1.082047 -0.325 0.603 0.778
S -2.953807 -2.028031 1.753553 1.540 -0.220 -0.574
O 1.599893 -3.836131 -1.795747 -0.184 -0.928 -1.198
S 1.590693 -2.912331 -0.657447 1.591 -0.316 0.974
C 2.799593 -3.759031 0.542953 -0.498 0.449 0.005
C 4.150893 -3.071631 0.462353 0.241 0.002 -0.121
C 4.222493 -2.437331 -0.923947 0.166 -0.065 0.121
C 2.917393 -1.700831 -1.103047 -0.403 -0.291 0.245
H 2.846193 -4.792131 0.209053 -0.165 -0.052 -0.112
H 2.346293 -3.704631 1.528553 -0.037 -0.076 0.174
H 4.979593 -3.769531 0.623553 -0.040 0.028 0.072
H 4.224993 -2.287031 1.217953 0.036 0.019 0.057
H 4.280993 -3.225431 -1.677447 0.088 0.009 -0.080
H 5.092293 -1.778231 -1.029347 -0.085 -0.041 -0.049
H 2.719193 -1.403031 -2.125847 -0.216 -0.009 -0.008
H 2.824393 -0.853431 -0.433447 0.038 0.207 0.085